# C22H23Cl52N2OS

A cluster of 14 separate species, C22H23Cl52N2OS in total (ωB97M-V with the def2-TZVPD basis set, the Open Molecules 2025 dataset).

```
101
Properties=species:S:1:pos:R:3:forces:R:3
C 1.818524 4.417749 -0.639768 0.2 0.2 0.0
O 0.642809 3.645738 -0.715171 -0.1 -0.2 0.3
C 0.618660 2.665528 -1.744328 0.1 0.3 -0.3
C 1.607598 1.532595 -1.534500 -0.1 -0.3 0.1
C 1.236326 0.428317 -0.503451 0.0 0.1 -0.2
C -0.082869 0.547182 0.261989 0.1 -0.2 0.4
C -0.084029 1.465153 1.486608 0.1 0.0 -0.1
C 0.707218 0.885127 2.677872 -0.1 0.5 0.0
C 2.049175 1.598239 2.919176 0.1 -0.1 0.3
S 3.472043 0.539420 2.560860 -0.2 -0.2 -0.5
N 4.717779 1.521944 2.038448 -0.3 0.4 0.3
C 4.071529 0.022735 4.245412 0.3 0.4 0.5
N 5.363208 -0.528189 4.277313 -0.3 0.0 -0.3
H 1.606674 5.455421 -0.907687 0.0 0.0 0.0
H 2.198176 4.416434 0.390209 0.0 0.0 0.0
H 2.614231 4.062637 -1.301382 -0.1 0.0 0.0
H -0.410041 2.308878 -1.805615 0.0 0.0 0.1
H 0.832898 3.142707 -2.708414 -0.1 0.0 0.2
H 1.747645 1.045634 -2.503613 0.0 0.1 0.0
H 2.584024 1.956975 -1.282073 0.0 0.0 -0.1
H 1.196084 -0.521468 -1.042376 0.1 0.0 0.0
H 2.067321 0.312033 0.202967 -0.1 0.0 0.1
H -0.305742 -0.456393 0.642102 -0.1 0.0 -0.1
H -0.920419 0.788012 -0.391748 0.1 0.1 -0.1
H 0.319471 2.450833 1.243440 -0.1 0.0 -0.1
H -1.119623 1.627694 1.791361 0.0 -0.1 0.0
H 0.123689 1.042260 3.584928 0.0 -0.2 0.0
H 0.852669 -0.192988 2.558324 0.0 0.0 0.1
H 2.150282 1.919631 3.959217 0.0 0.0 0.0
H 2.193036 2.478630 2.288441 -0.1 -0.1 -0.1
H 4.509246 1.809916 1.084418 0.2 -0.2 -0.1
H 4.785541 2.369840 2.601132 0.1 -0.1 0.0
H 4.029542 0.922540 4.864509 -0.1 0.0 -0.1
H 3.294883 -0.666361 4.586273 0.0 0.0 -0.3
H 6.102359 0.148809 4.153555 0.0 0.0 0.0
H 5.485574 -1.317531 3.654867 0.1 -0.2 0.2
C -3.906944 -1.322535 -0.402208 0.0 0.0 -0.1
Cl -2.351232 -1.964172 -0.937575 0.1 0.0 0.0
Cl -5.182217 -1.990047 -1.419644 0.1 0.1 0.2
Cl -4.185673 -1.782372 1.280154 0.0 0.0 0.0
Cl -3.899920 0.442909 -0.533732 0.0 0.0 0.0
C 2.239723 5.396895 -5.044366 0.0 0.1 -0.1
Cl 3.334995 6.641105 -4.441075 0.0 0.0 0.0
Cl 2.639313 3.850826 -4.275283 0.3 -0.1 -0.2
Cl 0.576793 5.814398 -4.628192 0.1 0.1 0.0
Cl 2.397913 5.251572 -6.788616 0.2 -0.1 0.1
C -1.954910 6.493302 -1.353479 0.1 0.0 0.1
Cl -3.129139 7.622268 -2.015833 0.0 0.0 0.0
Cl -0.413374 7.328572 -1.111920 0.0 0.1 0.0
Cl -2.524123 5.874460 0.201619 0.0 0.0 0.0
Cl -1.720277 5.149055 -2.470459 -0.2 0.0 0.0
C -0.102489 1.682991 7.057118 0.0 0.0 -0.1
Cl 1.447181 1.005709 6.490593 -0.1 0.0 0.1
Cl -1.412842 1.012896 6.082178 0.0 0.0 0.0
Cl -0.331757 1.255662 8.743662 0.0 0.0 0.0
Cl -0.045056 3.426233 6.855207 -0.1 0.1 0.0
C -8.591098 -4.200616 -2.448420 0.0 0.0 0.1
Cl -7.476934 -3.000017 -3.132821 -0.2 0.0 -0.2
Cl -10.007765 -4.346561 -3.477312 -0.1 0.0 0.2
Cl -7.766487 -5.757090 -2.346098 0.0 0.0 0.0
Cl -9.069633 -3.672991 -0.832877 0.0 0.0 0.0
C -1.313015 -5.218234 -3.432579 0.0 0.0 0.0
Cl -0.129926 -4.068600 -2.770815 0.0 0.0 0.0
Cl -1.059708 -6.796327 -2.689839 0.0 0.0 0.0
Cl -2.942757 -4.649399 -3.073762 0.0 -0.1 0.0
Cl -1.093175 -5.330316 -5.176102 0.0 0.0 0.0
C 1.119467 6.541674 4.492713 -0.1 0.1 0.0
Cl 0.215859 6.070885 3.051651 0.0 -0.1 -0.1
Cl 1.917056 8.085008 4.217298 0.0 0.0 0.0
Cl 0.010890 6.687539 5.859456 0.1 0.0 0.0
Cl 2.347421 5.306091 4.846601 0.0 0.0 0.0
C -9.244705 -4.460360 -7.713830 0.0 0.0 0.0
Cl -8.200605 -5.149396 -8.958207 0.0 0.0 0.0
Cl -10.442969 -5.661025 -7.217985 0.0 0.0 0.0
Cl -8.275617 -3.996843 -6.312461 0.1 0.0 -0.2
Cl -10.068131 -3.036857 -8.354223 0.0 0.0 0.0
C 0.347880 -9.595980 -5.790268 0.0 0.0 0.0
Cl 1.485869 -8.392386 -5.169111 0.0 0.0 0.0
Cl 0.643619 -11.145462 -5.000036 0.0 0.0 0.0
Cl -1.302096 -9.066701 -5.452883 0.0 -0.1 0.0
Cl 0.568469 -9.767441 -7.531741 0.0 0.0 0.0
C -0.572772 6.611244 -9.713937 0.0 0.0 0.0
Cl -0.298634 6.647488 -7.969285 -0.2 0.1 -0.1
Cl 0.484857 5.390408 -10.436174 0.0 0.0 0.0
Cl -2.255796 6.199587 -10.042613 0.0 0.0 0.0
Cl -0.202749 8.191435 -10.402764 0.0 0.0 0.0
C 5.268862 -4.612214 4.092011 -0.1 0.1 0.1
Cl 6.117259 -3.906498 5.468733 0.0 0.0 0.0
Cl 5.791817 -6.269998 3.852127 0.0 0.0 0.0
Cl 3.529275 -4.535353 4.358287 0.1 -0.1 0.0
Cl 5.621007 -3.649929 2.634527 0.2 0.0 -0.2
C 2.599108 -2.766144 8.111274 0.0 -0.1 0.2
Cl 3.443392 -2.076072 9.493927 0.0 0.0 0.0
Cl 3.058645 -4.456228 7.916268 0.0 0.1 0.0
Cl 0.855803 -2.649316 8.356048 0.0 0.0 0.0
Cl 3.041577 -1.858034 6.648931 0.1 -0.3 0.2
C -0.341481 -5.339900 3.950953 0.0 0.0 0.0
Cl 0.931677 -6.250221 3.134481 -0.1 0.0 0.0
Cl -1.450155 -6.453743 4.742172 0.0 0.0 0.0
Cl 0.372682 -4.264658 5.171240 0.0 0.0 0.0
Cl -1.217738 -4.365855 2.766003 0.0 0.0 0.0
```
Positions in Å, forces in eV/Å.

The calculation puts the LUMO energy at -0.0999 hartree. For the HOMO energy, the calculation gives -11.84 eV. As for the net charge: +1. The energy comes out at -690204.7973 eV. The orbital gap is 9.13 eV.

Atom charges from the Mulliken analysis, given in e for atoms 1 to 99:
1 C -0.5946
2 O 0.0127
3 C -0.4867
4 C -0.4753
5 C -0.0622
6 C -0.7112
7 C -0.6749
8 C -0.1724
9 C -0.1139
10 S 0.2616
11 N -0.5470
12 C -0.3436
13 N -0.2356
14 H 0.0450
15 H 0.1436
16 H 0.3637
17 H 0.4229
18 H 0.1062
19 H 0.4079
20 H 0.2789
21 H 0.3307
22 H -0.3664
23 H 0.6915
24 H 0.1542
25 H 0.1832
26 H 0.4167
27 H -0.3923
28 H 0.5222
29 H 0.3267
30 H 0.1132
31 H 0.3363
32 H 0.3012
33 H 0.5064
34 H 0.0114
35 H 0.2775
36 H 0.0866
37 C 0.2066
38 Cl 0.0133
39 Cl 0.0136
40 Cl -0.1157
41 Cl -0.0907
42 C 0.3124
43 Cl -0.1045
44 Cl -0.0935
45 Cl -0.0473
46 Cl -0.0642
47 C 0.2989
48 Cl -0.0811
49 Cl -0.1159
50 Cl -0.0973
51 Cl -0.0964
52 C 0.1676
53 Cl 0.0148
54 Cl -0.1035
55 Cl -0.0777
56 Cl 0.0023
57 C 0.3638
58 Cl -0.0931
59 Cl -0.0537
60 Cl -0.0921
61 Cl -0.1027
62 C 0.2720
63 Cl -0.0998
64 Cl -0.0794
65 Cl -0.0439
66 Cl -0.0739
67 C 0.2631
68 Cl -0.0216
69 Cl -0.0871
70 Cl -0.0866
71 Cl -0.1024
72 C 0.3069
73 Cl -0.1037
74 Cl -0.0995
75 Cl -0.0136
76 Cl -0.0951
77 C 0.3354
78 Cl -0.0859
79 Cl -0.0913
80 Cl -0.0697
81 Cl -0.0894
82 C 0.3193
83 Cl -0.0300
84 Cl -0.1075
85 Cl -0.0972
86 Cl -0.0924
87 C 0.2294
88 Cl -0.0589
89 Cl -0.0821
90 Cl 0.0613
91 Cl -0.1445
92 C 0.2239
93 Cl -0.0959
94 Cl -0.0371
95 Cl -0.0793
96 Cl -0.0241
97 C 0.1788
98 Cl -0.1021
99 Cl -0.0832


# C22H23ClN2OPSV

A structure of composition C22H23ClN2OPSV in a non-equilibrium geometry (ωB97M-V with the def2-TZVPD basis set, the Open Molecules 2025 dataset).

```
52
Properties=species:S:1:pos:R:3:forces:R:3
V -0.272374 -0.830876 1.538163 -3.2 -3.7 0.7
Cl -1.310269 -2.625786 1.377074 -0.3 -0.8 0.0
C 1.585796 -1.138551 1.635746 7.5 -2.7 0.6
O 2.633792 -1.635132 1.747522 -4.4 2.4 -0.5
P -0.297619 -0.370646 -0.788463 -0.1 0.0 -3.1
C 0.304747 1.175537 -1.540313 0.2 0.5 0.8
C 0.744409 -1.650132 -1.616193 0.0 -0.8 0.8
C -1.930247 -0.672023 -1.555081 -0.4 -0.4 0.8
C 0.174884 -2.896788 -1.952791 0.1 -0.1 -0.1
C 0.937618 -3.897747 -2.562276 -0.1 0.3 0.1
C 2.302325 -3.689724 -2.785874 -0.2 0.3 0.2
C 2.890428 -2.481794 -2.384156 -0.2 -0.1 0.0
C 2.125316 -1.474116 -1.786008 0.0 -0.1 -0.2
H -0.880110 -3.101530 -1.765167 0.3 0.2 -0.1
H 0.443854 -4.823335 -2.878810 0.3 0.4 0.2
H 2.894037 -4.471561 -3.263003 -0.1 0.3 0.1
H 3.953704 -2.327795 -2.547580 -0.2 0.0 0.1
H 2.604230 -0.545932 -1.471661 -0.1 -0.1 -0.2
C 1.127516 2.026869 -0.781647 -0.4 0.0 -0.6
C 1.578524 3.224016 -1.334002 0.0 -0.3 0.0
C 1.229379 3.576724 -2.638295 -0.1 -0.3 0.1
C 0.411106 2.730678 -3.393704 0.1 -0.1 0.3
C -0.055481 1.537202 -2.845526 0.0 0.0 -0.1
H 1.400272 1.767656 0.239589 0.0 0.0 -0.1
H 2.216071 3.851971 -0.722413 -0.1 0.1 -0.2
H 1.597904 4.504891 -3.063735 -0.1 -0.1 0.1
H 0.117586 2.982471 -4.413101 0.2 0.0 0.3
H -0.709812 0.907295 -3.451441 0.3 0.3 0.3
C -2.038160 -0.969753 -2.921912 -0.3 0.2 -0.2
C -3.297915 -1.145806 -3.497907 0.1 0.0 0.4
C -4.448743 -1.114181 -2.702678 0.2 0.2 0.3
C -4.338350 -0.899413 -1.325143 0.3 0.1 0.1
C -3.083544 -0.685887 -0.747546 0.1 0.0 -0.7
H -1.156275 -1.050640 -3.561483 -0.3 0.0 0.3
H -3.366166 -1.299075 -4.571440 -0.1 -0.1 0.2
H -5.435608 -1.247973 -3.142284 0.3 0.0 0.0
H -5.211840 -0.877002 -0.671635 0.2 -0.1 -0.4
H -3.007799 -0.561379 0.332697 -0.1 0.1 -0.2
H 0.061504 0.648337 1.689707 -1.3 3.0 0.2
H -1.326919 0.476170 1.585099 1.8 1.3 0.0
S -0.526169 -0.682078 3.927708 -0.2 -1.0 -0.6
C 0.252582 0.624711 4.663233 1.0 2.8 -0.7
N 1.536575 0.789435 4.938023 0.2 -1.3 0.0
C 1.810313 2.018706 5.676151 -0.4 1.1 0.7
C 0.337942 2.473477 6.009784 0.9 0.6 0.8
N -0.378941 1.800346 4.918808 -0.8 -1.6 0.9
H 2.217161 0.045623 4.811121 -0.2 0.2 0.1
H 2.306414 2.808712 5.080787 -0.1 -0.7 0.0
H 2.430271 1.797340 6.569504 -0.5 0.2 -0.5
H 0.167002 3.561017 5.944640 0.3 -0.5 0.1
H 0.067973 2.129387 7.049185 -0.1 0.1 -1.2
H -1.388884 1.708072 4.948746 0.0 0.4 0.1
```
Positions in Å, forces in eV/Å.

The calculation puts the LUMO energy (alpha / beta) at -0.3084 / -0.3825 hartree. As for the expectation value of S²: 2.027. For the HOMO energy (alpha / beta), the calculation gives -14.54 / -14.53 eV. Its spin multiplicity is 3. As for the net charge: +2. The energy comes out at -86531.2435 eV. The orbital gap (alpha / beta) is 6.15 / 4.12 eV.

In elementary charge units, the Mulliken charges are:
1 V -0.5306
2 Cl -0.3211
3 C 0.5131
4 O -0.1465
5 P 1.4629
6 C 0.8483
7 C 0.5819
8 C 1.1737
9 C -0.2997
10 C -0.7548
11 C -0.5045
12 C -0.7328
13 C -0.2593
14 H 0.3914
15 H 0.4266
16 H 0.4207
17 H 0.4415
18 H 0.4579
19 C -0.2832
20 C -0.7110
21 C -0.5707
22 C -0.7381
23 C -0.4577
24 H 0.1461
25 H 0.4171
26 H 0.4093
27 H 0.4422
28 H 0.2541
29 C -0.3223
30 C -0.9500
31 C -0.5515
32 C -0.8034
33 C -0.7085
34 H 0.5083
35 H 0.4333
36 H 0.4168
37 H 0.4337
38 H 0.0833
39 H 0.2731
40 H 0.3353
41 S -0.1514
42 C 0.2735
43 N -0.0435
44 C -0.4685
45 C -0.4554
46 N -0.1728
47 H 0.2544
48 H 0.2857
49 H 0.3408
50 H 0.3236
51 H 0.2810
52 H 0.3077